1.
176
Properties=species:S:1:pos:R:3:forces:R:3:lowdin_charge:R:1 method="wB97M-V/def2-TZVPD" e_tot_ha=-9096.59929 homo_ev=-8.22
N 0.14386 1.34350 3.51133 0.37 0.25 -0.41 0.308
H 1.14460 1.41789 3.62579 0.78 0.61 0.66 0.078
H -0.35905 2.14086 3.87380 0.16 0.14 0.16 0.073
H -0.15118 0.46618 3.91551 -0.44 -1.10 1.04 0.059
H 0.08043 1.26161 2.50665 -0.70 -0.23 -1.40 0.057
N -3.04771 1.22458 1.14611 -0.05 0.56 -0.54 0.308
H -3.32239 0.51457 1.80985 -0.68 -0.72 0.99 0.062
H -3.69428 1.30921 0.37484 0.01 0.01 0.10 0.062
H -2.16020 0.86852 0.82107 1.92 -0.58 -0.64 0.060
H -2.81762 2.11860 1.55587 -0.35 0.27 0.27 0.102
N -0.07247 5.65580 2.53136 0.89 -0.15 0.19 0.309
H 0.89932 5.44191 2.35823 1.00 -0.58 -0.01 0.100
H -0.48707 5.89775 1.64273 -0.53 0.72 -0.36 0.077
H -0.10118 6.32965 3.28315 -0.49 0.22 0.01 0.151
H -0.47572 4.76811 2.79495 -0.30 -0.29 0.50 0.065
N -3.09968 -0.17405 5.62261 -0.47 -0.16 1.11 0.323
H -2.13733 -0.47515 5.68033 1.68 -0.48 -0.81 0.079
H -3.48824 -0.35346 4.70777 0.06 -0.41 -1.39 0.082
H -3.15870 0.81107 5.83741 -0.22 0.57 0.11 0.076
H -3.60256 -0.71387 6.31241 -0.35 -0.02 0.20 0.142
N 1.76814 2.84804 -0.07977 0.59 -0.64 0.32 0.329
H 2.72619 2.68242 -0.35328 0.47 0.44 -0.35 0.080
H 1.71832 3.18003 0.87281 0.76 -0.07 1.86 0.053
H 1.33737 1.93476 -0.10094 -0.86 -0.20 -0.12 0.093
H 1.26339 3.57334 -0.56891 0.04 -0.36 -1.00 0.074
N -0.81887 -2.35288 2.65026 -0.79 -0.72 -0.41 0.313
H -0.40750 -1.61262 2.09990 0.33 0.66 -0.92 0.091
H -0.60940 -3.30734 2.39485 0.72 0.07 0.00 0.134
H -1.82452 -2.27662 2.59582 -1.22 0.75 -0.34 0.060
H -0.67894 -2.11580 3.62202 1.07 0.30 1.96 0.053
C 0.05720 -0.29171 -0.23780 0.84 1.10 1.86 -0.275
O -0.38899 0.33235 0.97309 -0.28 -0.73 -0.84 -0.431
H 0.42322 0.44616 -0.95172 -0.62 0.34 -0.80 0.036
H 1.00149 -0.80125 -0.04598 0.12 -0.81 0.13 0.042
H -0.63997 -0.98705 -0.70529 -0.26 0.01 -0.15 0.057
C 0.42108 -1.08126 6.26734 0.13 -1.01 -1.36 -0.290
O -0.26451 -1.06268 5.01979 -0.47 0.68 0.67 -0.448
H 1.05697 -0.23184 6.51678 -0.34 0.80 -0.16 0.052
H -0.21850 -1.31282 7.11905 -0.32 0.19 0.28 0.045
H 1.16197 -1.88063 6.25329 0.18 -0.52 0.10 0.047
C 3.03094 3.38248 3.56668 -1.62 -0.82 -2.56 -0.335
O 2.94535 1.95225 3.82025 1.49 1.26 1.11 -0.158
O 2.00988 3.54440 2.57717 1.61 1.56 2.61 -0.257
C 3.03666 4.23817 4.92375 -0.75 -1.41 -1.05 -0.583
F 3.44819 5.51710 4.79665 0.22 -0.50 -0.28 0.135
F 1.86177 4.25281 5.48880 -2.47 0.67 0.18 0.161
F 3.76180 3.61227 5.85522 1.66 0.26 0.08 0.128
C 4.14685 1.33882 4.37173 -1.55 -0.29 0.05 -0.240
C 3.91811 -0.10625 4.06069 1.45 -0.58 0.36 -0.065
H 4.46776 -0.30518 3.14069 -0.97 -0.28 -0.60 0.068
H 4.50420 -0.70164 4.76077 -0.38 -0.26 0.43 0.076
H 2.85320 -0.33312 4.11162 0.25 -0.38 -0.28 0.077
H 4.17397 1.51604 5.44689 0.25 0.07 -0.17 0.111
H 5.07203 1.62659 3.87240 -0.10 0.74 0.06 0.115
H 4.04176 3.53174 3.18713 0.33 0.31 -0.36 0.127
C -4.27614 -2.17815 2.56718 0.92 1.67 0.72 -0.421
O -3.74903 -3.20904 3.33267 0.34 -1.16 0.47 -0.110
O -3.41482 -1.10592 2.80912 -1.29 -1.36 -1.58 -0.228
C -4.51421 -2.73806 1.09367 -0.45 3.26 -0.50 -0.578
F -3.53267 -3.36545 0.51124 2.17 -1.22 -0.01 0.163
F -5.58224 -3.48330 0.90240 -1.21 -1.11 0.85 0.157
F -4.75332 -1.67254 0.25657 0.08 0.61 0.26 0.088
C -4.35541 -4.48878 3.39112 -0.42 -0.19 -0.02 -0.287
C -4.24012 -4.97764 4.80069 0.23 -0.39 -0.36 -0.069
H -4.68006 -4.23518 5.46651 0.26 -0.10 0.15 0.083
H -4.82998 -5.89285 4.85139 0.23 -0.18 0.37 0.082
H -3.18136 -5.16772 4.97664 -0.15 -0.02 0.67 0.081
H -3.85329 -5.15347 2.68815 0.09 -0.17 -0.08 0.119
H -5.41927 -4.56054 3.16498 -0.14 0.82 -0.48 0.120
H -5.26362 -1.91090 2.94344 -0.73 -0.21 -0.24 0.149
P -1.47456 4.61513 -0.68923 -3.14 0.72 -2.46 0.182
F -1.15027 3.97207 0.72257 -0.39 -1.99 1.78 -0.142
F -0.03606 4.17180 -1.15877 1.90 0.95 -1.05 -0.144
F -1.94106 3.19976 -1.25637 -1.07 0.07 -0.30 -0.122
F -1.59545 5.45696 -2.19404 -0.24 -1.34 2.50 -0.171
F -3.00140 5.01672 -0.27428 0.92 -0.61 -0.50 -0.138
F -0.98610 5.92806 0.03286 1.07 2.69 -0.60 -0.136
P -2.82041 3.26914 4.64760 -0.52 2.10 0.87 0.236
F -2.85019 1.92723 3.68774 0.64 0.47 0.92 -0.165
F -1.51538 2.83002 5.54193 -0.66 -1.48 -0.93 -0.159
F -1.77383 3.95636 3.58795 0.18 -0.26 0.39 -0.185
F -2.87160 4.52512 5.68293 -0.01 0.12 -0.99 -0.155
F -3.97619 3.95886 3.77386 -0.28 -0.67 0.19 -0.132
F -3.88913 2.51064 5.61189 0.34 -0.35 -0.05 -0.161
C 4.12561 -2.14610 -3.11475 -0.10 -1.60 -0.51 -0.018
C 4.18041 -0.91296 -3.96194 0.23 -0.94 0.13 -0.323
C 2.83708 -0.49139 -4.50505 -0.39 -0.05 -1.00 -0.060
O 2.74340 0.89757 -4.12438 -1.75 -1.24 -1.50 0.110
C 3.55587 1.08379 -3.13155 1.27 1.28 1.10 -0.593
O 3.50751 2.03258 -2.40448 -0.02 -0.01 0.21 0.131
O 4.50273 0.13958 -3.08790 0.59 0.85 0.78 0.103
H 3.47118 -1.99472 -2.25631 0.30 0.01 0.18 0.091
H 5.09388 -2.59045 -2.88431 0.25 0.76 0.62 0.093
H 3.73424 -3.00594 -3.65844 -0.63 0.13 -0.41 0.087
H 4.93447 -1.00176 -4.74399 0.08 0.19 0.01 0.160
H 2.01894 -1.08473 -4.09676 -0.13 0.29 0.34 0.134
H 2.77537 -0.58773 -5.58902 0.02 0.30 0.02 0.134
C -0.10033 2.95243 -5.46364 0.73 0.19 1.99 0.000
C -0.57332 4.28086 -4.77839 2.22 -2.65 0.81 -0.348
C 0.50626 5.36712 -4.53351 -0.80 -0.33 0.15 -0.058
O -0.22880 6.56891 -4.80285 0.47 -0.08 -0.31 0.071
C -1.35604 6.23792 -5.44027 -0.03 -0.89 0.92 -0.603
O -2.19544 6.97256 -5.77965 -1.30 1.95 -1.03 0.184
O -1.49273 4.90546 -5.54560 -1.43 0.95 -1.54 0.104
H 0.76932 3.04910 -6.11361 -0.58 0.22 -0.70 0.082
H -0.87920 2.24864 -5.75711 -0.26 0.77 -0.73 0.068
H 0.32754 2.34217 -4.66828 0.29 0.09 0.50 0.062
H -1.00286 4.03739 -3.80663 -0.18 -0.14 -0.11 0.120
H 1.32925 5.28388 -5.24332 0.26 0.08 0.32 0.130
H 0.74680 5.42316 -3.47185 0.59 -0.22 -0.30 0.121
C -1.14059 -2.21332 -8.53103 -0.35 0.68 -0.58 -0.216
C -0.09807 -2.99238 -7.82785 1.27 -1.01 -0.32 -0.193
O 0.41232 -2.21617 -6.75095 -0.20 1.37 0.86 -0.210
S -0.33920 -0.74233 -6.62600 -0.17 -3.17 -4.34 0.683
O 0.37802 0.18291 -7.46021 -0.49 -0.29 1.45 -0.222
O -0.71906 -0.56480 -5.28734 -0.20 0.61 0.48 -0.198
O -1.61918 -1.31319 -7.56849 0.01 1.86 2.04 -0.192
H -1.96933 -2.82740 -8.88344 0.01 0.15 0.10 0.144
H -0.67990 -1.68034 -9.36277 -0.27 0.21 -0.14 0.129
H 0.70852 -3.11433 -8.55079 0.19 -0.56 0.28 0.133
H -0.47008 -3.94817 -7.45884 0.20 0.10 0.23 0.136
C 7.73031 3.29562 1.29058 0.60 0.33 0.26 -0.180
C 8.28351 2.79696 -0.09216 -0.77 0.30 1.99 -0.132
O 7.21565 1.91950 -0.50186 -0.34 0.21 -1.56 -0.210
S 5.72540 2.43536 0.00069 0.92 -0.53 -1.41 0.731
O 4.82613 1.28041 0.08846 2.13 2.56 0.53 -0.239
O 5.31227 3.59189 -0.80348 0.95 -1.92 2.33 -0.241
O 6.44331 2.78470 1.42988 -3.69 -0.50 -0.40 -0.234
H 7.62735 4.37724 1.37773 0.58 0.03 -0.10 0.130
H 8.20536 2.85196 2.16557 0.62 0.37 -0.22 0.134
H 9.20622 2.24276 0.07977 -0.37 -0.41 -0.34 0.128
H 8.53054 3.68519 -0.67363 -0.62 -0.40 -0.78 0.125
C -0.98829 -5.08765 -1.63303 -0.24 -1.22 -0.49 -0.179
C -0.44277 -6.09831 -0.68475 -1.64 -2.54 2.36 -0.226
O 0.85270 -5.78537 -0.23805 1.05 1.36 -1.94 -0.183
S 1.48914 -4.72683 -1.33577 -0.43 -0.41 1.68 0.696
O 2.69156 -5.31382 -1.86286 -1.60 0.96 -0.20 -0.222
O 1.50011 -3.47677 -0.61988 0.26 -0.66 -1.24 -0.251
O 0.18355 -4.77503 -2.37785 2.31 1.36 0.70 -0.175
H -1.58424 -4.38903 -1.04578 0.79 1.25 -0.50 0.118
H -1.63137 -5.49539 -2.41297 -0.21 -0.25 0.36 0.139
H -0.46642 -7.13737 -1.01321 0.19 0.10 -0.61 0.136
H -0.99879 -6.12148 0.25249 -0.50 0.08 -0.10 0.130
C -7.05081 1.88692 -0.07052 -1.74 2.32 0.11 -0.217
C -7.67802 1.04009 -1.17129 0.30 -1.17 1.27 -0.175
O -6.69275 0.74173 -2.13151 3.50 0.81 -0.26 -0.202
S -5.20122 1.48654 -1.69575 -0.10 4.14 -1.82 0.769
O -5.05497 2.77714 -2.42950 -1.22 -3.71 1.94 -0.234
O -3.99163 0.70305 -1.65392 -2.01 -0.44 0.21 -0.243
O -5.69323 1.77682 -0.15393 2.92 -1.13 -1.57 -0.212
H -7.29317 1.68062 0.97198 -0.46 -0.46 -0.30 0.147
H -7.32511 2.92352 -0.26623 0.02 0.28 0.19 0.133
H -8.49692 1.53806 -1.69045 -0.18 -0.40 0.43 0.144
H -7.81318 0.09004 -0.65435 -1.27 -0.21 -0.54 0.132
C -4.98929 -2.25718 -3.33115 0.58 -0.18 -0.60 -0.165
C -4.25171 -3.37479 -2.59586 0.76 0.16 0.72 -0.178
O -4.02207 -4.45834 -3.48969 -1.26 -0.25 -2.34 -0.221
S -5.02028 -4.36941 -4.82686 -1.48 -0.91 0.91 0.780
O -6.06035 -5.42377 -4.68191 2.83 2.84 -0.76 -0.269
O -4.23086 -4.24019 -6.05487 -1.57 -0.14 2.66 -0.258
O -5.71818 -2.92019 -4.33670 -0.15 -2.66 -1.92 -0.208
H -4.31361 -1.60095 -3.87971 0.12 0.44 0.63 0.137
H -5.76519 -1.75445 -2.75378 0.56 0.19 0.24 0.127
H -4.81145 -3.71083 -1.72302 0.02 -0.15 -0.11 0.116
H -3.21548 -3.14987 -2.34339 -0.35 0.75 0.54 0.121
C 5.72435 -3.83375 0.95092 -1.38 -2.12 1.04 -0.167
C 6.07857 -4.56139 2.25996 -0.94 2.50 1.13 -0.236
O 6.82869 -5.65539 1.94446 1.43 -2.47 -1.98 -0.184
S 7.79702 -5.33491 0.64323 1.02 1.99 2.09 0.735
O 7.88501 -6.40472 -0.30929 -0.44 1.18 1.26 -0.215
O 9.00967 -4.71799 1.21658 -2.50 -1.44 -1.70 -0.257
O 6.79439 -4.15833 0.11764 2.11 0.00 -1.54 -0.200
H 5.41201 -2.79517 1.05995 0.92 0.13 -0.21 0.138
H 4.87803 -4.38388 0.53958 -0.36 0.23 -0.16 0.121
H 5.17763 -4.84764 2.80260 0.09 -0.23 -0.09 0.137
H 6.67601 -3.92445 2.91226 -0.02 0.27 0.11 0.129



2.
14
Properties=species:S:1:pos:R:3:forces:R:3:lowdin_charge:R:1 method="wB97M-V/def2-TZVPD" e_tot_ha=-340.95427 relative_energy_kj_mol=200.0 homo_ev=-9.46
N 3.08443 1.56345 1.76110 0.52 2.91 -0.44 0.075
C 1.86798 1.33002 1.16314 0.12 -1.24 -0.31 -0.400
O 1.43703 0.19739 1.35826 -0.95 1.29 -0.95 -0.043
H 3.48553 0.85798 2.36138 -0.48 -0.14 -0.19 0.098
H 3.54142 2.49586 1.83456 -0.84 -1.16 -0.35 0.107
H 1.33643 2.13623 0.39137 1.59 -1.68 2.19 0.172
N -3.03560 -0.90661 -0.96695 1.53 1.39 -1.47 0.019
C -1.62205 -0.63842 -1.30403 -0.90 -3.57 3.55 -0.235
O -0.88747 -1.96758 -1.18668 -0.98 1.16 0.07 -0.115
H -3.26930 -1.51911 -1.70931 -1.14 -0.94 -0.31 0.041
H -3.22014 -1.32912 -0.06510 0.62 -0.01 -0.15 0.071
H -1.39534 -0.48061 -2.29488 -0.52 1.43 -2.20 0.080
H -1.26614 0.07063 -0.58671 0.74 0.44 0.13 0.093
H -0.05677 -1.81011 -0.75614 0.69 0.13 0.44 0.037